Entry 1:
Formula: C18H22F7N2O15
Source: OMol25
Level of theory: ωB97M-V/def2-TZVPD

Calculated values
orbital gap: 0.222 hartree
HOMO level: -4.41 eV
molar mass: 639.4 g mol⁻¹
lowest unoccupied orbital energy: 1.640 eV
ΔE to the lowest compared entry with this formula, charge and spin: 0.1104 eV

Geometry as ORCA input:
```
! wB97M-V def2-TZVPD RIJCOSX def2/J DEFGRID3
* xyz -1 1
N -5.090 1.167 -6.026
C -4.725 -0.217 -5.697
C -3.688 -0.750 -6.676
C -2.230 -0.278 -6.492
N -1.425 -1.335 -5.814
C -1.926 -1.712 -4.512
O -0.852 -2.383 -3.788
C -0.284 -1.666 -2.833
F 0.236 -0.504 -3.248
F 0.722 -2.377 -2.301
F -1.115 -1.364 -1.809
C -2.052 1.114 -5.810
O -1.570 2.004 -6.530
O -2.380 1.162 -4.596
H -5.943 1.205 -6.566
H -5.197 1.723 -5.190
H -5.606 -0.875 -5.724
H -4.349 -0.235 -4.678
H -3.682 -1.846 -6.634
H -4.018 -0.493 -7.685
H -1.798 -0.188 -7.488
H -0.495 -0.959 -5.662
H -2.716 -2.461 -4.590
H -2.280 -0.860 -3.929
C 2.413 0.084 -1.014
C 2.705 0.531 0.400
O 4.081 0.833 0.360
C 4.403 1.160 -0.934
O 5.421 1.667 -1.255
O 3.390 0.826 -1.756
F 2.509 -0.468 1.315
H 2.603 -0.983 -1.135
H 1.411 0.316 -1.360
H 2.149 1.411 0.729
C 2.266 0.042 4.439
C 1.308 1.009 5.097
O 0.313 0.153 5.624
C 0.879 -1.074 5.844
O 0.383 -1.941 6.475
O 2.088 -1.130 5.244
F 0.726 1.862 4.211
H 1.978 -0.185 3.415
H 3.304 0.362 4.465
H 1.738 1.596 5.909
C -2.494 2.758 4.835
C -2.421 3.657 3.619
O -3.695 4.277 3.622
C -4.163 4.285 4.901
O -5.087 4.918 5.282
O -3.406 3.472 5.677
F -2.259 2.964 2.470
H -2.918 1.788 4.573
H -1.541 2.620 5.334
H -1.652 4.430 3.671
C 4.663 -2.617 2.473
C 4.258 -3.802 3.327
O 4.802 -3.469 4.592
C 4.901 -2.115 4.668
O 5.090 -1.497 5.660
O 4.728 -1.566 3.441
F 4.808 -4.962 2.896
H 5.651 -2.775 2.040
H 3.949 -2.369 1.693
H 3.181 -3.941 3.431
*
```



Entry 2:
Formula: C18H22FN5O
Source: OMol25
Level of theory: ωB97M-V/def2-TZVPD

Calculated values
orbital gap: 0.326 hartree
HOMO level: -8.17 eV
molar mass: 343.4 g mol⁻¹
lowest unoccupied orbital energy: 0.694 eV
ΔE to the lowest compared entry with this formula, charge and spin: 0.4476 eV
structure (SMILES): CCN(CCn1cccn1)Cc1cn[nH]c1-c1ccc(OC)cc1F

Geometry as ORCA input:
```
! wB97M-V def2-TZVPD RIJCOSX def2/J DEFGRID3
* xyz 0 1
C -0.056 0.602 2.585
C 0.855 1.324 1.599
N 0.472 1.086 0.218
C -0.841 1.546 -0.156
C -1.059 3.079 -0.124
N -2.406 3.400 -0.494
C -2.912 3.512 -1.738
C -4.260 3.750 -1.602
C -4.474 3.753 -0.218
N -3.347 3.537 0.433
C 1.522 1.456 -0.716
C 2.667 0.500 -0.628
C 4.037 0.781 -0.756
N 4.771 -0.301 -0.581
N 3.910 -1.279 -0.323
C 2.620 -0.860 -0.352
C 1.501 -1.737 -0.046
C 1.545 -2.601 1.044
C 0.470 -3.401 1.387
C -0.700 -3.357 0.634
O -1.818 -4.085 0.881
C -1.826 -4.958 1.985
C -0.758 -2.513 -0.477
C 0.326 -1.730 -0.798
F 0.249 -0.971 -1.907
H -0.192 -0.430 2.271
H -1.029 1.082 2.655
H 0.398 0.613 3.573
H 1.870 0.931 1.710
H 0.892 2.400 1.842
H -1.041 1.188 -1.170
H -1.572 1.083 0.509
H -0.903 3.457 0.888
H -0.368 3.574 -0.811
H -2.293 3.427 -2.609
H -4.981 3.902 -2.379
H -5.389 3.907 0.318
H 1.103 1.416 -1.727
H 1.903 2.478 -0.545
H 4.501 1.723 -0.969
H 4.241 -2.219 -0.174
H 2.435 -2.629 1.654
H 0.554 -4.046 2.247
H -1.061 -5.735 1.888
H -1.682 -4.418 2.926
H -2.811 -5.422 1.985
H -1.652 -2.485 -1.077
*
```



Entry 3:
Formula: C18H22FN5O3
Source: OMol25
Level of theory: ωB97M-V/def2-TZVPD

Calculated values
orbital gap: 0.359 hartree
HOMO level: -9.06 eV
molar mass: 375.4 g mol⁻¹
lowest unoccupied orbital energy: 0.726 eV
ΔE to the lowest compared entry with this formula, charge and spin: 0.0000 eV
structure (SMILES): COc1nc(OC)nc(N2CCC(C(=O)NCc3ccc(F)cc3)CC2)n1

Geometry as ORCA input:
```
! wB97M-V def2-TZVPD RIJCOSX def2/J DEFGRID3
* xyz 0 1
C -3.199 -2.164 -2.598
O -2.198 -2.844 -1.860
C -1.764 -2.238 -0.769
N -0.803 -2.880 -0.110
C -0.359 -2.247 0.966
O 0.622 -2.792 1.673
C 1.105 -4.044 1.214
N -0.784 -1.075 1.407
C -1.765 -0.521 0.680
N -2.256 0.655 1.079
C -1.741 1.337 2.241
C -0.854 2.533 1.836
C -1.117 2.925 0.380
C -0.413 2.104 -0.708
O -0.587 2.373 -1.881
N 0.422 1.129 -0.303
C 1.141 0.289 -1.241
C 2.592 0.201 -0.850
C 2.958 -0.512 0.287
C 4.282 -0.584 0.679
C 5.236 0.069 -0.080
F 6.531 0.001 0.295
C 4.900 0.790 -1.211
C 3.570 0.853 -1.588
C -2.629 2.875 0.121
C -3.136 1.429 0.235
N -2.285 -1.077 -0.423
H -4.090 -2.010 -1.986
H -3.425 -2.804 -3.448
H -2.833 -1.193 -2.937
H 0.301 -4.781 1.193
H 1.877 -4.338 1.920
H 1.518 -3.950 0.208
H -2.601 1.689 2.820
H -1.188 0.611 2.837
H -1.100 3.386 2.471
H 0.204 2.318 1.995
H -0.774 3.953 0.218
H 0.453 0.835 0.661
H 1.020 0.743 -2.227
H 0.697 -0.715 -1.258
H 2.205 -1.019 0.872
H 4.579 -1.136 1.557
H 5.670 1.288 -1.779
H 3.290 1.414 -2.467
H -2.840 3.255 -0.878
H -3.131 3.517 0.846
H -4.152 1.411 0.648
H -3.152 0.943 -0.741
*
```



Entry 4:
Formula: C18H22N2O2
Source: OMol25
Level of theory: ωB97M-V/def2-TZVPD

Calculated values
orbital gap: 0.355 hartree
HOMO level: -8.88 eV
molar mass: 298.4 g mol⁻¹
lowest unoccupied orbital energy: 0.777 eV
ΔE to the lowest compared entry with this formula, charge and spin: 2.5590 eV
structure (SMILES): CC(=O)N(C)CCO[C@](C)(c1ccccc1)c1ccccn1

Geometry as ORCA input:
```
! wB97M-V def2-TZVPD RIJCOSX def2/J DEFGRID3
* xyz 0 1
C -1.588 -4.649 1.110
C -0.576 -3.890 0.253
O 0.621 -4.091 0.375
N -0.931 -2.951 -0.690
C -2.304 -2.702 -1.083
C 0.137 -2.400 -1.597
C 0.963 -1.312 -0.865
O 0.077 -0.177 -0.685
C 0.300 0.709 0.427
C 0.106 -0.030 1.750
C -0.701 1.851 0.332
C -1.777 1.762 -0.549
C -2.645 2.845 -0.765
C -2.502 3.977 0.016
C -1.521 4.042 1.020
C -0.604 3.010 1.147
C 1.687 1.314 0.272
C 2.035 1.901 -0.965
C 3.371 2.331 -1.179
C 4.244 2.097 -0.141
C 3.843 1.501 1.065
N 2.583 1.113 1.286
H -2.219 -5.259 0.506
H -2.144 -3.942 1.757
H -1.033 -5.330 1.781
H -2.611 -3.459 -1.803
H -3.034 -2.750 -0.234
H -2.481 -1.717 -1.527
H -0.341 -2.021 -2.507
H 0.828 -3.198 -1.904
H 1.346 -1.746 0.077
H 1.860 -0.943 -1.430
H 0.088 0.634 2.626
H -0.873 -0.588 1.687
H 0.859 -0.786 1.926
H -1.926 0.891 -1.166
H -3.474 2.790 -1.485
H -3.175 4.825 -0.094
H -1.483 4.928 1.692
H 0.184 3.055 1.917
H 1.327 1.943 -1.730
H 3.687 2.699 -2.151
H 5.266 2.343 -0.341
H 4.530 1.379 1.872
*
```



Entry 5:
Formula: C18H22N2O4
Source: OMol25
Level of theory: ωB97M-V/def2-TZVPD

Calculated values
orbital gap: 0.324 hartree
HOMO level: -9.05 eV
molar mass: 330.4 g mol⁻¹
lowest unoccupied orbital energy: -0.232 eV
ΔE to the lowest compared entry with this formula, charge and spin: 0.4809 eV
structure (SMILES): C[C@@H]1CN(C(=O)CCCN2C(=O)c3ccccc3C2=O)C[C@H](C)O1

Geometry as ORCA input:
```
! wB97M-V def2-TZVPD RIJCOSX def2/J DEFGRID3
* xyz 0 1
C 2.558 -1.038 0.971
C 1.700 -0.865 2.216
C 0.558 -1.902 2.266
N -0.685 -1.307 1.821
C -1.211 -1.687 0.630
O -0.590 -2.411 -0.128
C -2.657 -1.298 0.351
C -2.984 -1.406 -1.139
C -2.695 -0.096 -1.873
N -1.313 0.307 -1.741
C -0.853 1.176 -0.771
O -1.544 1.705 0.070
C 0.600 1.319 -1.016
C 1.553 2.076 -0.370
C 2.858 2.010 -0.847
C 3.189 1.208 -1.928
C 2.226 0.444 -2.579
C 0.931 0.513 -2.110
C -0.309 -0.139 -2.595
O -0.483 -0.859 -3.542
C -1.128 -0.218 2.661
C 0.106 0.594 3.131
C -0.231 2.075 3.230
O 1.163 0.444 2.207
H 3.247 -0.204 0.879
H 3.120 -1.965 1.037
H 1.925 -1.070 0.088
H 2.329 -0.981 3.118
H 0.408 -2.267 3.288
H 0.779 -2.744 1.610
H -3.264 -2.008 0.920
H -2.892 -0.298 0.709
H -4.037 -1.650 -1.280
H -2.377 -2.204 -1.573
H -3.309 0.713 -1.467
H -2.901 -0.216 -2.940
H 1.294 2.689 0.478
H 3.628 2.593 -0.364
H 4.212 1.176 -2.273
H 2.475 -0.182 -3.422
H -1.686 -0.599 3.527
H -1.771 0.451 2.090
H 0.441 0.223 4.116
H -1.016 2.228 3.966
H 0.651 2.636 3.526
H -0.573 2.431 2.262
*
```



Entry 6:
Formula: C18H22N2O5PdTe
Source: OMol25
Level of theory: ωB97M-V/def2-TZVPD

Calculated values
orbital gap: 0.162 hartree
HOMO level: 0.03 eV
molar mass: 580.4 g mol⁻¹
lowest unoccupied orbital energy: 4.444 eV
ΔE to the lowest compared entry with this formula, charge and spin: 0.0000 eV

Geometry as ORCA input:
```
! wB97M-V def2-TZVPD RIJCOSX def2/J DEFGRID3
* xyz -2 1
Pd -1.435 -0.402 0.932
O 3.316 3.274 -2.482
C 2.315 2.897 -1.612
C 2.574 2.655 -0.276
C 1.528 2.246 0.550
N 0.288 2.041 0.082
C 0.031 2.352 -1.198
C 1.023 2.776 -2.085
C -1.414 2.172 -1.754
O -1.641 2.807 -2.806
O -2.127 1.352 -1.155
C 1.866 2.015 2.056
O 2.958 2.514 2.405
O 1.048 1.366 2.723
H 4.121 3.365 -1.962
H 3.544 2.799 0.187
H 0.736 3.011 -3.102
C 2.194 -0.840 -2.114
N 1.069 -0.659 -1.178
C 1.476 -1.105 0.188
C -0.231 -1.262 -1.748
C -0.550 -2.576 -1.116
C -0.131 -3.778 -1.676
C -0.381 -4.970 -1.013
C -1.031 -4.914 0.214
C -1.434 -3.699 0.756
C -1.250 -2.452 0.121
H 3.100 -0.437 -1.664
H 1.978 -0.312 -3.042
H 2.310 -1.907 -2.305
H 0.867 0.342 -1.104
H 1.782 -2.149 0.123
H 0.605 -1.025 0.868
H 2.294 -0.459 0.500
H -0.087 -1.234 -2.830
H -1.059 -0.617 -1.428
H 0.389 -3.789 -2.634
H -0.077 -5.921 -1.440
H -1.232 -5.836 0.756
H -1.935 -3.723 1.721
C -4.043 0.464 3.710
Te -1.921 0.586 3.277
C -2.052 2.687 2.877
H -4.612 0.678 2.807
H -4.308 1.165 4.502
H -4.265 -0.552 4.035
H -2.007 3.297 3.779
H -2.979 2.861 2.333
H -1.208 2.893 2.225
*
```



Entry 7:
Formula: C18H22N2O5S
Source: OMol25
Level of theory: ωB97M-V/def2-TZVPD

Calculated values
orbital gap: 0.319 hartree
HOMO level: -8.01 eV
molar mass: 378.4 g mol⁻¹
lowest unoccupied orbital energy: 0.665 eV
ΔE to the lowest compared entry with this formula, charge and spin: 2.9890 eV
structure (SMILES): CSc1ccccc1OCc1cc(C(=O)N(C)C[C@H]2COCCO2)no1

Geometry as ORCA input:
```
! wB97M-V def2-TZVPD RIJCOSX def2/J DEFGRID3
* xyz 0 1
C 2.502 2.968 1.401
S 3.530 1.653 0.682
C 3.791 0.570 2.048
C 3.503 0.863 3.372
C 3.741 -0.083 4.354
C 4.273 -1.318 4.030
C 4.571 -1.615 2.710
C 4.337 -0.676 1.721
O 4.654 -0.912 0.395
C 3.830 -1.865 -0.253
C 2.431 -1.352 -0.366
C 1.785 -0.624 -1.322
C 0.514 -0.354 -0.749
C -0.526 0.414 -1.483
O -0.331 0.665 -2.665
N -1.639 0.834 -0.845
C -2.004 0.588 0.529
C -2.591 1.607 -1.613
C -3.751 0.776 -2.175
C -3.283 -0.488 -2.905
O -4.391 -1.208 -3.402
C -5.260 -1.563 -2.349
C -5.730 -0.314 -1.600
O -4.628 0.421 -1.113
N 0.439 -0.894 0.446
O 1.614 -1.510 0.690
H 1.633 2.531 1.883
H 2.190 3.582 0.562
H 3.083 3.565 2.097
H 3.090 1.821 3.646
H 3.508 0.153 5.382
H 4.457 -2.050 4.800
H 4.994 -2.573 2.444
H 4.261 -1.998 -1.247
H 3.828 -2.819 0.291
H 2.132 -0.307 -2.281
H -1.947 1.521 1.099
H -3.032 0.227 0.558
H -1.336 -0.146 0.969
H -3.007 2.387 -0.970
H -2.056 2.057 -2.452
H -4.310 1.403 -2.892
H -2.659 -0.231 -3.760
H -2.710 -1.120 -2.211
H -6.104 -2.084 -2.804
H -4.743 -2.236 -1.649
H -6.331 -0.582 -0.729
H -6.324 0.316 -2.279
*
```



Entry 8:
Formula: C18H22N2OS
Source: OMol25
Level of theory: ωB97M-V/def2-TZVPD

Calculated values
orbital gap: 0.293 hartree
HOMO level: -8.12 eV
molar mass: 314.5 g mol⁻¹
lowest unoccupied orbital energy: -0.157 eV
ΔE to the lowest compared entry with this formula, charge and spin: 14.4343 eV
structure (SMILES): CCCCN(C)C(=S)Nc1ccc(Oc2ccccc2)cc1

Geometry as ORCA input:
```
! wB97M-V def2-TZVPD RIJCOSX def2/J DEFGRID3
* xyz 0 1
C 0.590 -2.057 -4.521
C 1.405 -2.073 -3.299
C 1.027 -1.073 -2.156
C 2.128 -1.134 -1.201
N 2.361 -2.386 -0.583
C 3.429 -3.096 -0.725
C 1.013 -3.240 -0.062
S 1.053 -4.912 0.008
N -0.095 -2.471 0.201
C -0.191 -1.432 1.072
C -1.535 -0.861 0.874
C -1.870 0.533 1.331
C -0.695 1.088 2.337
O -1.001 2.250 3.104
C -1.607 3.240 2.540
C -2.440 3.938 3.417
C -2.968 5.010 3.095
C -3.257 5.331 1.802
C -2.478 4.589 0.789
C -2.064 3.345 1.281
C 0.394 0.396 2.325
C 0.878 -0.726 1.654
H -0.207 -2.350 -4.207
H 0.874 -2.935 -5.362
H 0.614 -1.128 -5.168
H 2.654 -2.134 -3.609
H 1.520 -3.028 -2.933
H 1.086 -0.113 -2.759
H -0.076 -1.309 -2.121
H 1.980 -0.274 -0.349
H 3.095 -0.902 -1.413
H 3.609 -3.481 -1.692
H 4.298 -2.462 -0.138
H 3.317 -4.031 0.077
H -0.849 -3.127 0.286
H -2.392 -1.226 0.214
H -2.750 0.901 1.542
H -2.204 3.855 4.477
H -3.542 5.676 3.728
H -3.971 6.132 1.541
H -2.797 4.885 -0.462
H -1.388 2.983 0.464
H 1.352 0.932 2.913
H 1.699 -1.124 1.691
*
```



Entry 9:
Formula: C18H22N3O7P2PdS2
Source: OMol25
Level of theory: ωB97M-V/def2-TZVPD

Calculated values
orbital gap: 0.256 hartree
HOMO level: -4.47 eV
molar mass: 624.9 g mol⁻¹
lowest unoccupied orbital energy: 2.491 eV
ΔE to the lowest compared entry with this formula, charge and spin: 0.0526 eV

Geometry as ORCA input:
```
! wB97M-V def2-TZVPD RIJCOSX def2/J DEFGRID3
* xyz -1 1
Pd -0.459 -1.532 -0.184
C -1.063 2.689 0.189
C -1.369 1.224 -0.008
N -0.387 0.434 -0.331
N 0.846 1.031 -0.554
C 1.815 0.220 -0.753
S 1.734 -1.511 -0.799
S 3.425 0.878 -1.005
C 3.055 2.623 -1.318
C 2.417 2.881 -2.659
C 3.080 2.534 -3.834
C 2.504 2.781 -5.071
C 1.251 3.376 -5.149
C 0.584 3.721 -3.984
C 1.164 3.474 -2.747
C -2.751 0.777 0.157
C -3.714 1.697 0.622
C -5.056 1.413 0.709
C -5.506 0.149 0.297
C -4.612 -0.773 -0.173
C -3.210 -0.522 -0.244
O -2.468 -1.454 -0.708
H 0.005 2.842 0.267
H -1.530 3.057 1.098
H -1.457 3.265 -0.652
H 4.031 3.109 -1.259
H 2.437 3.000 -0.505
H 4.046 2.046 -3.773
H 3.029 2.499 -5.975
H 0.795 3.560 -6.114
H -0.400 4.172 -4.036
H 0.635 3.722 -1.834
H -3.408 2.684 0.931
H -5.746 2.155 1.087
H -6.560 -0.100 0.355
H -4.929 -1.759 -0.490
N 2.464 -2.599 2.119
C 1.108 -3.176 2.490
C 1.320 -4.137 3.667
P 0.075 -1.659 2.931
O 0.063 -1.848 4.564
O 0.986 -0.501 2.629
O -1.298 -1.777 2.399
P 0.618 -4.198 0.985
O -0.131 -5.476 1.631
O 1.935 -4.591 0.417
O -0.474 -3.548 0.163
H 3.133 -2.719 2.875
H 2.296 -1.579 1.978
H 2.786 -3.084 1.268
H 1.808 -3.623 4.497
H 1.919 -4.997 3.356
H 0.364 -4.503 4.028
H -0.123 -0.990 4.963
H -1.078 -5.353 1.489
*
```



- molar mass of number 7 (C18H22N2O5S)?
  378.4 g mol⁻¹